No. 1
Molecular formula: C29H30F6IN6O4PbS2
Method: DFT, ωB97M-V with the def2-TZVPD basis set

XYZ file:
```
79
C29H30F6IN6O4PbS2 | the OMol25 dataset | ωB97M-V with the def2-TZVPD basis set
Pb -0.17683 -2.01838 -0.16318
C 1.32892 1.84579 -2.45125
C 1.13738 0.76969 -3.52751
C 0.76903 -0.63771 -3.02167
N -0.37807 -0.75622 -2.12058
C -1.61070 -0.47146 -2.53089
C -1.89622 -0.17329 -3.87998
C -3.00152 0.39056 -4.48834
C -4.15545 0.90434 -3.91809
C -4.51632 0.79716 -2.58709
C -3.89116 0.10409 -1.56358
C -2.67952 -0.62024 -1.51386
N -2.37915 -1.42457 -0.50734
C -3.32627 -1.71163 0.55182
C -3.15375 -0.78293 1.76603
C -1.86364 -1.05534 2.56322
N -0.67111 -0.41702 1.99900
C -0.24843 0.64925 2.55318
C -0.95419 1.36906 3.63553
C -0.47739 1.57014 4.87292
C 0.82729 1.18076 5.34269
C 1.93761 1.10728 4.57831
C 2.01022 1.44139 3.18378
C 1.05023 1.30674 2.25627
N 1.35377 1.88698 0.91980
C 1.68320 0.84937 -0.12116
C 2.34104 1.44487 -1.36117
H 0.35441 2.06242 -2.01150
H 1.66438 2.75867 -2.94641
H 2.07524 0.65119 -4.07680
H 0.39076 1.13784 -4.23023
H 1.62430 -1.04038 -2.47740
H 0.63475 -1.28334 -3.89671
H -1.10139 -0.44001 -4.56428
H -2.92796 0.48844 -5.56573
H -4.84989 1.40970 -4.57694
H -5.45607 1.26649 -2.31603
H -4.44678 0.10254 -0.63352
H -3.13826 -2.73678 0.88538
H -4.35779 -1.67956 0.19344
H -4.00324 -0.92530 2.43695
H -3.15768 0.26110 1.43826
H -1.67331 -2.13338 2.56580
H -2.00082 -0.74297 3.59916
H -1.96031 1.69557 3.38600
H -1.13212 2.03091 5.60384
H 0.93153 1.03980 6.41125
H 2.88711 0.91514 5.06154
H 2.96824 1.84210 2.85909
H 0.74899 0.37935 -0.40367
H 2.31771 0.11536 0.37126
H 3.01006 0.68434 -1.76767
H 2.97405 2.29118 -1.07352
F 5.37027 -1.65362 -0.71691
C 4.89042 -2.87542 -0.98752
F 5.81352 -3.77550 -0.70984
F 4.57850 -2.93363 -2.28316
S 3.35022 -3.07907 0.01944
O 2.48501 -2.05548 -0.56534
O 3.70576 -2.84610 1.38489
N 3.00043 -4.55238 -0.35964
S 1.63743 -5.29857 -0.13485
O 0.46618 -4.50360 -0.47696
O 1.69364 -6.62356 -0.63514
C 1.46979 -5.43015 1.71787
F 0.46130 -6.23756 2.02779
F 2.58043 -5.87602 2.27548
F 1.18748 -4.20552 2.20577
I 2.50994 4.93820 1.22039
C 0.63223 4.23601 0.58063
C -0.36019 5.12997 0.20276
C -1.58447 4.63543 -0.20612
C -1.78026 3.26101 -0.21212
N -0.82881 2.40810 0.15026
C 0.33503 2.88275 0.52219
H -0.17153 6.19428 0.23380
H -2.37415 5.30846 -0.50965
H -2.71184 2.81143 -0.52941
H 2.20883 2.44146 1.04696
```

The HOMO energy comes out at -9.96 eV. Its charge is +1. Its orbital gap is 6.61 eV. The spin multiplicity is 1. The molar mass comes out at 1038.8 g mol⁻¹. The electronic energy comes out at -3638.3800 Ha.



No. 2
Molecular formula: C29H30IO3
Method: DFT, ωB97M-V with the def2-TZVPD basis set

XYZ file:
```
63
C29H30IO3 | the OMol25 dataset | ωB97M-V with the def2-TZVPD basis set
C 5.60739 -2.98945 -2.75201
O 5.11321 -1.63404 -2.69563
C 3.77366 -1.41627 -2.68295
C 3.35590 -0.05847 -2.62371
C 2.02514 0.24354 -2.49762
C 1.01576 -0.77505 -2.47464
C -0.30903 -0.31217 -2.29938
C -1.55274 -0.98104 -2.40880
C -2.71157 -0.14507 -2.47010
C -3.96990 -0.67371 -2.62565
C -4.15384 -2.06131 -2.68985
C -5.54575 -2.58710 -2.79312
C -3.03409 -2.90314 -2.64085
C -1.75835 -2.39015 -2.46707
C 1.45190 -2.12132 -2.63410
C 2.79471 -2.44369 -2.69631
H 6.69194 -2.87802 -2.76667
H 5.29906 -3.55846 -1.86513
H 5.26932 -3.49793 -3.66487
H 4.11705 0.72078 -2.65937
H 1.70972 1.28769 -2.43681
H -0.39162 0.76631 -2.15152
H -2.57154 0.93657 -2.40191
H -4.84569 -0.02426 -2.69210
H -5.56890 -3.67748 -2.82432
H -6.14251 -2.25262 -1.93458
H -6.03980 -2.20088 -3.69261
H -3.17882 -3.98257 -2.72670
H -0.92602 -3.07287 -2.34805
H 0.73672 -2.93150 -2.69643
H 3.10455 -3.49305 -2.75478
C 3.64746 2.83391 1.10973
C 2.37752 2.09757 1.52489
C 2.25626 2.14587 3.05281
C 1.15873 2.77341 0.86548
C -0.15964 2.07788 1.20047
O -1.19153 2.72904 1.39360
C -0.09492 0.64018 1.28974
I -1.88290 -0.42895 1.55033
C -2.77289 0.55873 3.25108
C -3.98158 1.24241 3.13949
C -4.50312 1.88644 4.27674
C -3.80216 1.83513 5.48593
C -2.58759 1.14616 5.57986
C -2.07375 0.49107 4.44950
C 1.10859 -0.13842 1.15476
O 1.10432 -1.37519 1.11204
C 2.42893 0.63372 1.02666
H 3.77855 2.81863 0.01953
H 3.58635 3.88032 1.43574
H 4.52698 2.37199 1.57586
H 1.33817 1.66101 3.40276
H 3.12211 1.64211 3.50364
H 2.24849 3.19581 3.37599
H 1.10811 3.82146 1.18887
H 1.30372 2.75111 -0.23037
H -4.50686 1.28064 2.19001
H -5.45293 2.42290 4.21303
H -4.20471 2.33736 6.36733
H -2.03509 1.10723 6.52113
H -1.13825 -0.05975 4.50944
H 2.71303 0.63792 -0.04136
H 3.21474 0.08903 1.57290
```

The HOMO energy comes out at -10.48 eV. Its charge is +1. Its orbital gap is 5.30 eV. The spin multiplicity is 1. The molar mass comes out at 553.5 g mol⁻¹. The electronic energy comes out at -1646.1554 Ha.



No. 3
Molecular formula: C29H30N3O2
Method: DFT, ωB97M-V with the def2-TZVPD basis set

XYZ file:
```
64
C29H30N3O2 | the OMol25 dataset | ωB97M-V with the def2-TZVPD basis set
C 2.94953 -2.35461 3.07758
O 2.15097 -1.83047 1.99568
C 2.77921 -1.11206 1.01696
C 2.32361 -1.39279 -0.27488
N 1.43298 -2.52221 -0.38925
C 0.21741 -2.68969 0.20240
N 0.06283 -3.99342 0.43254
C -1.01195 -4.64097 1.13822
C 1.11458 -4.70785 -0.16617
C 1.93881 -3.80920 -0.71380
C 3.18937 -1.11524 -1.35611
O 2.83083 -1.65979 -2.54874
C 3.72110 -1.49368 -3.67861
C 4.41357 -0.45361 -1.14208
C 4.82165 -0.17814 0.15918
C 3.98094 -0.41576 1.23875
H 2.32809 -3.13141 3.52515
H 3.89409 -2.78857 2.71410
H 3.15998 -1.56109 3.80730
H -0.95318 -4.45911 2.21985
H -1.98486 -4.29126 0.77664
H -0.92730 -5.71868 0.96910
H 1.14806 -5.78130 -0.13256
H 2.87819 -3.94226 -1.21551
H 3.27240 -2.09150 -4.47268
H 3.78175 -0.43742 -3.98077
H 4.72923 -1.86875 -3.44576
H 5.06665 -0.22273 -1.98752
H 5.82110 0.22034 0.33044
H 4.28299 -0.15579 2.25421
C -1.75449 -1.71629 -2.29446
C -2.76803 -1.10881 -1.43303
N -3.82190 -0.42032 -1.92697
C -4.07090 -0.18072 -3.33782
C -4.69052 -0.04042 -0.89902
C -4.18125 -0.56066 0.30640
C -4.95378 -0.43815 1.45450
C -6.10532 0.36423 1.42120
C -6.54034 0.95812 0.22411
C -5.85415 0.71709 -0.97530
C -2.85368 -1.15477 0.00216
C -1.89815 -1.54123 0.90146
C -2.16733 -1.44027 2.32618
C -2.12258 -0.20066 3.02472
C -2.41560 -0.12812 4.38420
C -2.71323 -1.29266 5.10889
C -2.80561 -2.51586 4.43619
C -2.61704 -2.56816 3.05761
H -0.91016 -1.98264 -1.65181
H -2.11621 -2.64626 -2.76648
H -1.40687 -1.03299 -3.08195
H -4.86123 0.56689 -3.42233
H -3.16056 0.18843 -3.82233
H -4.39485 -1.09621 -3.85212
H -4.65891 -0.97599 2.35368
H -6.66895 0.52693 2.34086
H -7.42101 1.60011 0.23031
H -6.18381 1.11154 -1.93405
H -0.56852 -1.88380 0.50622
H -1.87272 0.69880 2.45545
H -2.40819 0.84124 4.88684
H -2.88348 -1.24612 6.18482
H -3.04030 -3.43686 4.97476
H -2.83323 -3.48847 2.51169
```

The HOMO energy comes out at -9.71 eV. Its charge is +1. Its orbital gap is 6.56 eV. The spin multiplicity is 1. The molar mass comes out at 452.6 g mol⁻¹. The electronic energy comes out at -1437.4549 Ha.



No. 4
Molecular formula: C29H30N3O2STa
Method: DFT, ωB97M-V with the def2-TZVPD basis set

XYZ file:
```
66
C29H30N3O2STa | the OMol25 dataset | ωB97M-V with the def2-TZVPD basis set
Ta -0.06044 0.82772 0.04727
N -1.40541 3.76036 -2.64208
C -0.29055 3.00622 -3.21076
C 0.23836 2.02231 -2.20040
O 0.01990 0.79639 -2.27707
O 0.83248 2.43378 -1.12150
H -1.84421 4.31764 -3.36339
H -1.07189 4.40600 -1.93956
H 0.54068 3.62958 -3.55907
H -0.66450 2.41167 -4.04155
S 0.62906 0.54214 4.69567
C 0.74450 -1.05173 4.08795
C 0.62257 -1.09841 2.73129
C 0.42582 0.18431 2.12015
C 0.41752 1.14168 3.10050
C 0.20128 2.52540 2.74177
C 0.24155 3.60286 3.62498
C 0.03669 4.87826 3.14513
C -0.19841 5.05830 1.78684
C -0.21798 3.94346 0.97699
N -0.03760 2.69975 1.42579
H 0.89626 -1.87793 4.76550
H 0.66570 -2.02516 2.17676
H 0.43933 3.42545 4.67341
H 0.06853 5.72710 3.81603
H -0.35742 6.03665 1.35779
H -0.37383 4.03900 -0.08280
C 1.26800 -6.27135 -1.22667
C -0.02126 -5.86066 -1.53378
C -0.42136 -4.56215 -1.25594
C 0.45771 -3.64169 -0.68488
C 1.74674 -4.07431 -0.36516
C 2.14684 -5.37376 -0.63424
C -0.02327 -2.26901 -0.39397
C 0.68203 -1.13192 -0.35967
C 2.11116 -1.02590 -0.76713
C 3.07723 -0.51757 0.10483
C 4.39730 -0.36135 -0.30738
C 4.76788 -0.69264 -1.59960
C 3.80883 -1.17653 -2.48500
C 2.49741 -1.33540 -2.07587
H 1.58387 -7.28511 -1.43706
H -0.71834 -6.55525 -1.98574
H -1.43238 -4.24788 -1.49159
H 2.43891 -3.38918 0.10598
H 3.14999 -5.68877 -0.37525
H -1.08847 -2.21483 -0.18316
H 2.80308 -0.27011 1.12367
H 5.13380 0.01891 0.38961
H 5.79369 -0.57000 -1.92303
H 4.08731 -1.43025 -3.50056
H 1.74834 -1.70509 -2.76532
C -3.78327 1.79130 0.71409
C -3.21666 0.46839 0.19826
C -3.68851 0.21432 -1.23187
C -3.63554 -0.67975 1.11545
N -1.77624 0.55919 0.19864
H -4.87546 1.76868 0.72407
H -3.45741 2.61297 0.07231
H -3.43219 1.98574 1.72995
H -4.77810 0.13813 -1.26723
H -3.26003 -0.71352 -1.61494
H -3.37165 1.02932 -1.88560
H -4.72403 -0.72350 1.20134
H -3.21178 -0.54674 2.11243
H -3.28214 -1.63554 0.72435
```

The HOMO energy comes out at -7.73 eV. Its orbital gap is 7.61 eV. The spin multiplicity is 1. The molar mass comes out at 665.6 g mol⁻¹. The electronic energy comes out at -1893.0990 Ha.



No. 5
Molecular formula: C29H30N4O3
Method: DFT, ωB97M-V with the def2-TZVPD basis set

XYZ file:
```
66
C29H30N4O3 | the OMol25 dataset | ωB97M-V with the def2-TZVPD basis set
C 0.10196 3.38385 -2.99856
O -0.64859 2.19591 -2.94051
C -1.82970 2.19817 -2.26222
C -2.39375 3.31388 -1.65919
C -3.60077 3.20367 -0.98877
C -4.25080 1.98828 -0.90662
C -3.69631 0.87621 -1.52075
C -2.50082 0.96606 -2.20867
C -1.91087 -0.21829 -2.92597
N -0.64376 -0.62661 -2.35701
C -0.41697 -1.87557 -1.93033
O -1.23613 -2.77251 -1.96861
C 1.02189 -2.06146 -1.40461
C 1.30086 -3.52285 -1.01559
C 0.65648 -3.89002 0.28152
C -0.58754 -4.42054 0.46033
N -0.84629 -4.57676 1.79381
C 0.23033 -4.14753 2.51254
C 0.44412 -4.09847 3.88427
C 1.65062 -3.60097 4.32719
C 2.63083 -3.16715 3.42968
C 2.42794 -3.21507 2.06932
C 1.20982 -3.70323 1.58873
N 1.27409 -1.19121 -0.27428
C 1.78728 0.04743 -0.36842
O 1.98240 0.60079 -1.43806
C 2.14197 0.64823 1.00169
C 0.87855 1.01165 1.79345
C 0.30238 2.34208 1.40111
C -1.00145 2.66145 1.76205
C -1.52420 3.91226 1.50092
C -0.74336 4.86283 0.86348
C 0.54572 4.54597 0.48178
C 1.08100 3.28943 0.74703
C 2.46984 2.96432 0.28362
N 3.02073 1.79831 0.95644
H -0.41560 4.15701 -3.57651
H 0.32511 3.76292 -1.99700
H 1.03064 3.11590 -3.49987
H -1.90312 4.27240 -1.70598
H -4.03054 4.08225 -0.53157
H -5.18755 1.90429 -0.37718
H -4.20306 -0.07651 -1.47422
H -1.75541 0.04441 -3.97988
H -2.57844 -1.08038 -2.86347
H 0.09247 0.06831 -2.33251
H 1.69903 -1.74981 -2.21114
H 2.38018 -3.67075 -0.94278
H 0.90781 -4.15805 -1.80950
H -1.31149 -4.68036 -0.28576
H -1.69462 -4.95348 2.18038
H -0.31036 -4.44039 4.57755
H 1.84872 -3.54775 5.38725
H 3.56563 -2.79072 3.81857
H 3.19732 -2.88675 1.38452
H 1.11388 -1.60384 0.63381
H 2.67886 -0.13616 1.55372
H 1.15096 1.06608 2.85214
H 0.12239 0.23027 1.68611
H -1.60635 1.91882 2.26272
H -2.53426 4.14818 1.79934
H -1.13948 5.84824 0.66528
H 1.15923 5.28430 -0.01735
H 2.43747 2.83182 -0.81023
H 3.13757 3.80603 0.49757
H 3.89702 1.54508 0.51139
```

The HOMO energy comes out at -7.96 eV. Its structure (SMILES) is COc1ccccc1CNC(=O)[C@H](Cc1c[nH]c2ccccc12)NC(=O)[C@@H]1Cc2ccccc2CN1. Its orbital gap is 8.69 eV. The spin multiplicity is 1. The molar mass comes out at 482.6 g mol⁻¹. The electronic energy comes out at -1567.9064 Ha.



No. 6
Molecular formula: C29H30N5O6STm
Method: DFT, ωB97M-V with the def2-TZVPD basis set

XYZ file:
```
72
C29H30N5O6STm | the OMol25 dataset | ωB97M-V with the def2-TZVPD basis set
Tm 0.53119 0.31893 0.13331
O 0.58800 1.06487 2.18740
C 1.33880 1.76084 3.04946
C 0.78722 2.58492 4.08285
C 1.46772 3.66372 4.57800
C 2.82732 3.87444 4.28061
C 3.47929 2.92835 3.50214
C 2.75642 1.95166 2.82555
C 3.28342 1.29459 1.68628
N 2.75253 0.32079 0.94682
C 3.78435 -0.31309 0.09246
C 3.13297 -1.46063 -0.57357
N 1.81374 -1.12790 -1.15219
C 1.55433 -1.84083 -2.16190
C 0.37112 -1.93986 -2.99974
C 0.28644 -2.65564 -4.20856
C -0.94352 -2.90662 -4.85180
C -2.07083 -2.31748 -4.32629
C -2.03100 -1.53732 -3.19748
C -0.80509 -1.26107 -2.55905
O -0.70651 -0.31330 -1.66531
H -0.19190 2.37318 4.43609
H 0.92856 4.39181 5.20216
H 3.33269 4.83228 4.55139
H 4.54335 2.98719 3.28842
H 4.28042 1.66744 1.44826
H 4.68054 -0.66475 0.67121
H 4.08169 0.39426 -0.70394
H 2.92833 -2.27966 0.23332
H 3.82950 -1.91632 -1.31661
H 2.35224 -2.45950 -2.59041
H 1.18780 -3.07852 -4.60224
H -0.93705 -3.57649 -5.72113
H -3.00423 -2.57269 -4.80383
H -2.90300 -0.93835 -2.85501
C 0.77644 -3.65911 1.95832
N -0.66372 -3.47087 2.14643
C -1.50917 -4.57872 2.55035
C -2.67011 -4.10854 3.42271
C -3.41706 -3.11006 2.56721
N -2.62278 -2.30398 1.66195
C -3.34648 -1.12641 1.15179
C -1.28935 -2.36364 1.60823
O -0.59254 -1.50499 0.96778
H 1.14383 -4.17934 2.82921
H 1.34221 -2.70875 1.76961
H 0.99563 -4.28221 1.06870
H -0.81118 -5.28167 3.03339
H -1.88103 -5.05680 1.62943
H -2.37367 -3.73652 4.41400
H -3.35842 -4.98148 3.67096
H -4.02203 -2.44458 3.18706
H -4.18580 -3.59729 1.93138
H -2.73516 -0.58559 0.42116
H -3.55607 -0.42224 1.96578
H -4.21019 -1.51921 0.59771
O 1.10148 2.38391 -0.39027
C -0.02933 2.78159 -0.97727
N -1.17950 2.24047 -0.65179
S -2.37452 2.61999 -1.78416
O -3.42009 3.25536 -0.99086
O -2.69818 1.58199 -2.74468
C -1.32895 3.80656 -2.64151
C -1.63093 4.65628 -3.68832
C -0.55187 5.40568 -4.16784
C 0.69832 5.36983 -3.58932
C 1.01096 4.60274 -2.50376
C -0.04447 3.79696 -2.04957
H -2.66343 4.74785 -4.06029
H -0.74769 5.99348 -5.08012
H 1.49811 5.95580 -4.05652
H 2.03989 4.57423 -2.08350
```

The HOMO energy (spin up / spin down) comes out at -7.37 / -7.36 eV. Its orbital gap (spin up / spin down) is 7.48 / 7.49 eV. The spin multiplicity is 3. The molar mass comes out at 745.6 g mol⁻¹. The electronic energy comes out at -3331.8445 Ha.